i | A cluster of 2 separate species, C4H14N3 in total, computed with ωB97M-V/def2-TZVPD.

Each line ends with the natural charge from an NBO analysis.
Atoms and positions in Å:
C1 1.02 -2.73 -0.17  -0.448
C2 -1.17 -1.45 -0.12  0.691
N1 0.19 -1.69 0.18  -0.562
N2 -1.80 -1.82 -1.25  -0.718
N3 -1.76 -0.56 0.70  -0.802
H1 0.68 -1.14 0.90  0.434
H2 -1.33 -2.26 -2.01  0.423
H3 -2.69 -1.65 -1.44  0.421
H4 -1.64 -0.57 1.69  0.428
H5 -2.20 0.31 0.34  0.437
H6 2.16 -2.34 -0.35  0.253
H7 0.70 -3.18 -1.14  0.209
H8 0.94 -3.69 0.48  0.231
C3 1.46 3.01 -0.20  -0.637
C4 0.25 2.73 0.64  -0.611
H9 1.86 2.18 -0.79  0.208
H10 1.29 3.83 -0.85  0.224
H11 2.31 3.53 0.36  0.230
H12 0.17 3.14 1.67  0.232
H13 0.28 1.65 1.10  0.157
H14 -0.73 2.71 0.25  0.200

Computed properties:
Charge: +1
Spin multiplicity: 1
Orbital gap, eV: 10.651
HOMO energy, eV: -14.23
LUMO, eV: -3.58

ii | A structure of composition C4H14N3, computed with ωB97M-V/def2-TZVPD.

Each line ends with the natural charge from an NBO analysis.
Atoms and positions in Å:
N1 -0.33 -0.66 1.46  -0.814
C1 -0.91 -2.03 1.25  -0.065
N2 -0.09 -2.98 0.58  -0.820
H1 0.25 -0.60 2.32  0.400
H2 -1.07 0.02 1.61  0.406
H3 -1.22 -2.40 2.24  0.206
H4 -1.81 -1.89 0.65  0.202
H5 0.08 -2.76 -0.36  0.356
H6 0.79 -3.30 1.04  0.383
C2 -0.55 3.14 -1.32  -0.647
C3 -0.30 1.73 -0.94  -0.144
C4 0.96 1.32 -0.89  -0.085
N3 1.20 -0.07 -0.43  -0.763
H7 0.36 3.63 -1.65  0.229
H8 -1.27 3.12 -2.16  0.236
H9 -1.06 3.71 -0.52  0.244
H10 -1.10 1.04 -0.71  0.202
H11 1.80 1.86 -1.36  0.232
H12 0.48 -0.43 0.44  0.424
H13 0.98 -0.69 -1.23  0.405
H14 2.15 -0.24 -0.23  0.412

Computed properties:
Charge: +1
Spin multiplicity: 1
Orbital gap, eV: 10.818
HOMO energy, eV: -13.81
LUMO, eV: -2.99

Short version: i is the least stable of them.

i | The molecule C3H8N2S2, computed with ωB97M-V/def2-TZVPD.

Each line ends with the natural charge from an NBO analysis.
Atoms and positions in Å:
C1 -1.38 0.54 -2.00  -0.201
C2 -0.64 1.29 -0.83  -0.542
C3 0.90 -0.17 0.94  -0.035
H1 -2.87 -0.71 -0.96  0.388
H2 -1.02 -1.13 -1.05  0.353
H3 -2.15 1.24 -2.49  0.203
H4 -0.30 0.39 -2.78  0.154
H5 -1.10 1.12 0.31  0.279
H6 -0.14 2.18 -1.17  0.226
H7 2.84 -0.42 0.80  0.394
H8 2.08 -0.75 2.39  0.420
N1 -1.96 -0.66 -1.69  -0.851
N2 2.05 -0.55 1.42  -0.760
S1 0.98 0.36 -0.77  0.202
S2 -0.43 -0.57 1.90  -0.229

Computed properties:
Spin multiplicity: 1
Orbital gap, eV: 8.930
HOMO energy, eV: -8.49
LUMO, eV: 0.44
SMILES string: NCCSC(N)=S

ii | The molecule C3H8N2S2, computed with ωB97M-V/def2-TZVPD.

Each line ends with the natural charge from an NBO analysis.
Atoms and positions in Å:
C1 -1.90 -0.63 0.75  -0.624
C2 -1.33 -0.78 -0.72  -0.525
C3 0.80 1.05 -0.12  0.148
H1 -2.57 -1.33 1.12  0.223
H2 -2.13 0.57 0.66  0.211
H3 -1.05 -0.68 1.49  0.226
H4 -0.61 -1.70 -0.69  0.231
H5 -1.92 -0.93 -1.58  0.237
H6 0.98 2.93 -0.25  0.331
H7 1.81 0.16 1.64  0.418
H8 3.03 -0.22 -1.44  0.102
N1 1.43 2.10 0.25  -0.634
N2 1.43 -0.09 0.56  -0.835
S1 -0.34 0.66 -1.20  0.321
S2 2.36 -1.10 -0.46  0.169

Computed properties:
Spin multiplicity: 1
Orbital gap, eV: 9.413
HOMO energy, eV: -8.71
LUMO, eV: 0.71
SMILES string: [H]/N=C(/NS)SCC

Short version: ii is the least stable of them.